Computed, not measured: C10H40CsN20O10 as an isolated structure, with ωB97M-V/def2-TZVPD.

```
! RIJCOSX wB97M-V def2-TZVPD def2/J DEFGRID3
* xyz 1 1
Cs -0.674 0.014 -0.113
C 1.966 4.262 1.487
O 1.218 4.302 0.507
N 1.970 3.273 2.312
N 2.833 5.117 1.745
H 2.795 3.310 2.894
H 1.515 2.388 2.138
H 3.024 5.729 0.965
H 3.444 4.982 2.538
C -5.235 -1.000 3.505
O -5.031 -1.177 4.694
N -6.400 -1.010 2.949
N -4.299 -0.759 2.612
H -6.324 -0.877 1.951
H -7.266 -1.136 3.453
H -3.340 -0.717 2.927
H -4.654 -0.246 1.819
C -2.434 3.111 0.625
O -2.474 2.301 1.467
N -1.319 3.585 0.137
N -3.454 3.612 0.085
H -0.385 3.516 0.517
H -1.487 4.317 -0.539
H -4.304 3.190 0.431
H -3.383 4.171 -0.754
C -2.193 -0.725 -4.008
O -1.982 -1.260 -2.947
N -3.353 -0.494 -4.394
N -1.282 -0.605 -4.915
H -4.073 -0.459 -3.687
H -3.600 -0.370 -5.366
H -0.601 -1.351 -4.898
H -1.460 -0.401 -5.888
C 3.300 0.455 0.941
O 2.139 0.350 1.124
N 4.150 -0.560 1.071
N 3.990 1.429 0.496
H 3.669 -1.432 1.242
H 5.138 -0.429 0.905
H 3.545 2.313 0.293
H 4.954 1.257 0.251
C 3.219 -2.207 -2.954
O 4.296 -1.675 -3.123
N 2.398 -2.537 -3.931
N 2.692 -2.545 -1.777
H 1.556 -3.034 -3.677
H 2.540 -2.293 -4.901
H 3.250 -2.277 -0.979
H 1.733 -2.855 -1.701
C -0.748 -3.488 2.390
O -0.722 -3.161 1.271
N -1.663 -3.116 3.172
N 0.020 -4.412 2.938
H -2.287 -2.481 2.696
H -1.425 -3.072 4.152
H 0.858 -4.764 2.497
H -0.358 -4.787 3.796
C -0.358 0.368 3.369
O -1.294 -0.313 2.927
N 0.744 -0.145 3.789
N -0.488 1.715 3.426
H 1.297 0.360 4.466
H 0.864 -1.146 3.731
H -1.146 2.241 2.869
H 0.062 2.167 4.142
C 1.823 3.390 -3.850
O 1.421 4.202 -4.693
N 2.865 2.634 -4.097
N 1.274 3.176 -2.656
H 3.406 2.890 -4.911
H 3.373 2.108 -3.401
H 1.989 2.864 -2.014
H 0.549 3.834 -2.408
C 0.000 -4.245 -1.925
O 0.388 -4.323 -3.084
N 0.555 -4.919 -0.973
N -0.808 -3.424 -1.419
H 1.280 -5.580 -1.213
H 0.195 -5.042 -0.038
H -0.815 -3.350 -0.411
H -1.176 -2.737 -2.062
*
```

Output
Highest occupied orbital energy in eV: -11.28

Computed, not measured: a 10-piece molecular cluster, C10H40N20O10 overall, with ωB97M-V/def2-TZVPD.

```
! RIJCOSX wB97M-V def2-TZVPD def2/J DEFGRID3
* xyz 0 1
N 0.155 1.457 3.830
C -0.205 0.155 3.878
N 0.633 -0.594 4.601
O -1.169 -0.287 3.248
H -0.457 2.092 3.344
H 0.865 1.849 4.419
H 0.636 -1.599 4.550
H 1.376 -0.259 5.186
N -3.539 2.978 -1.631
C -3.695 1.686 -1.942
N -4.615 1.443 -2.924
O -3.205 0.731 -1.319
H -4.332 3.513 -1.939
H -3.077 3.275 -0.788
H -5.089 2.204 -3.372
H -5.028 0.528 -2.867
N 2.043 2.569 1.981
C 3.384 2.420 2.009
N 3.796 2.348 3.361
O 4.140 2.198 1.077
H 1.539 2.376 1.127
H 1.578 2.508 2.867
H 4.791 2.341 3.516
H 3.199 2.760 4.049
N -1.835 -2.209 -1.212
C -2.178 -3.278 -0.446
N -3.441 -3.698 -0.693
O -1.479 -3.575 0.525
H -1.045 -1.637 -0.963
H -2.057 -2.166 -2.193
H -3.751 -4.628 -0.480
H -4.096 -3.020 -1.032
N 0.642 -3.032 2.407
C 1.957 -3.043 2.726
N 2.760 -3.422 1.709
O 2.360 -2.803 3.882
H 0.326 -3.597 1.635
H 0.043 -2.542 3.046
H 2.832 -2.856 0.853
H 3.636 -3.867 1.931
N 1.629 -0.129 -4.768
C 1.312 -0.460 -6.040
N 2.322 -0.360 -6.974
O 0.209 -0.839 -6.420
H 0.861 -0.145 -4.119
H 2.583 0.144 -4.632
H 3.132 0.154 -6.673
H 2.276 -0.909 -7.809
N -0.822 0.046 0.247
C 0.404 0.095 -0.311
N 1.294 -0.670 0.326
O 0.596 0.747 -1.358
H -0.968 -0.230 1.209
H -1.632 0.418 -0.237
H 2.203 -0.669 -0.119
H 1.072 -1.109 1.202
N -0.622 3.417 -0.131
C -0.209 4.132 -1.218
N 0.411 3.339 -2.154
O -0.200 5.360 -1.259
H -0.789 2.464 -0.419
H -0.957 3.891 0.686
H 0.599 2.388 -1.814
H 1.111 3.858 -2.657
N 5.868 -2.881 -0.078
C 5.075 -1.799 0.145
N 5.802 -0.692 0.445
O 3.872 -1.779 -0.113
H 5.479 -3.668 -0.567
H 6.851 -2.844 0.105
H 6.672 -0.804 0.927
H 5.353 0.202 0.309
N -5.492 -0.502 -0.040
C -5.854 0.406 0.892
N -7.102 0.201 1.384
O -5.121 1.281 1.370
H -5.904 -1.416 0.009
H -4.487 -0.382 -0.160
H -7.541 0.771 2.081
H -7.686 -0.348 0.776
*
```

Output
SMILES string: NC(N)=O.NC(N)=O.NC(N)=O.NC(N)=O.NC(N)=O.NC(N)=O.NC(N)=O.NC(N)=O.NC(N)=O.NC(N)=O
Highest occupied orbital energy in eV: -9.11

Computed, not measured: a 10-piece molecular cluster, C10H40N20O10 overall, with ωB97M-V/def2-TZVPD.

```
! RIJCOSX wB97M-V def2-TZVPD def2/J DEFGRID3
* xyz 0 1
N 3.686 -1.572 -3.896
C 3.994 -0.275 -3.645
N 5.228 0.127 -4.076
O 3.238 0.370 -2.909
H 4.161 -2.107 -4.600
H 2.874 -1.988 -3.426
H 5.544 1.071 -4.173
H 5.815 -0.600 -4.434
N 0.997 -0.193 -1.332
C 0.139 0.396 -0.468
N 0.322 1.726 -0.261
O -0.690 -0.302 0.160
H 0.850 -1.172 -1.504
H 1.740 0.317 -1.795
H -0.203 1.945 0.581
H 0.913 2.322 -0.797
N -3.215 -0.906 1.149
C -4.309 -0.170 1.433
N -4.727 0.675 0.433
O -4.894 -0.267 2.518
H -2.932 -1.550 1.883
H -2.447 -0.760 0.497
H -4.278 0.683 -0.460
H -5.531 1.243 0.614
N 0.685 1.176 4.738
C 0.150 1.053 3.496
N -0.567 -0.100 3.292
O 0.308 1.884 2.594
H 0.457 0.525 5.458
H 1.077 2.096 4.897
H -0.938 -0.303 2.376
H -0.707 -0.759 4.031
N -0.821 6.349 4.293
C -0.318 5.061 4.174
N -0.809 4.394 3.086
O 0.301 4.511 5.083
H -1.194 6.709 3.434
H -0.456 6.971 4.987
H -0.649 3.397 3.004
H -1.424 4.861 2.452
N 3.390 -4.524 -1.943
C 2.184 -3.918 -1.714
N 1.498 -4.425 -0.645
O 1.774 -2.927 -2.331
H 3.552 -5.359 -1.421
H 3.827 -4.241 -2.801
H 0.587 -4.002 -0.428
H 1.758 -5.265 -0.169
N -2.312 -2.009 -1.002
C -2.215 -3.277 -0.540
N -3.335 -4.040 -0.518
O -1.124 -3.759 -0.161
H -3.205 -1.703 -1.330
H -1.425 -1.537 -1.053
H -4.274 -3.727 -0.668
H -3.148 -5.026 -0.548
N -1.001 -4.654 3.798
C -1.177 -3.764 2.779
N -0.034 -3.415 2.131
O -2.270 -3.236 2.569
H -1.814 -5.031 4.250
H -0.119 -5.109 3.927
H 0.029 -2.657 1.474
H 0.828 -3.864 2.370
N 2.320 6.904 0.193
C 1.025 6.443 0.261
N 0.934 5.073 0.156
O 0.053 7.180 0.399
H 2.573 7.871 0.211
H 3.039 6.228 0.041
H 1.757 4.519 0.077
H 0.002 4.707 0.210
N -0.701 -1.331 -4.210
C -1.152 -0.494 -5.216
N -0.242 0.479 -5.551
O -2.216 -0.732 -5.770
H 0.210 -1.301 -3.790
H -1.213 -2.195 -4.186
H 0.721 0.280 -5.355
H -0.451 0.998 -6.387
*
```

Output
SMILES string: NC(N)=O.NC(N)=O.NC(N)=O.NC(N)=O.NC(N)=O.NC(N)=O.NC(N)=O.NC(N)=O.NC(N)=O.NC(N)=O
Highest occupied orbital energy in eV: -8.31

Computed, not measured: a 10-piece molecular cluster, C10H40N8O10 overall, with ωB97M-V/def2-TZVPD.

```
! RIJCOSX wB97M-V def2-TZVPD def2/J DEFGRID3
* xyz 0 1
N -1.816 -4.216 -1.161
C -1.280 -5.244 -1.830
N -1.493 -5.109 -3.192
O -0.589 -6.139 -1.368
H -1.935 -4.286 -0.167
H -2.141 -3.385 -1.615
H -1.139 -5.794 -3.832
H -1.949 -4.309 -3.582
N -0.796 0.547 4.709
C -0.141 0.067 5.808
N -0.655 -1.090 6.305
O 0.837 0.575 6.368
H -0.435 1.230 4.076
H -1.682 0.132 4.493
H -0.279 -1.473 7.151
H -1.445 -1.564 5.906
N -2.261 4.428 1.716
C -2.674 3.739 0.619
N -3.813 4.238 0.044
O -2.006 2.821 0.137
H -1.395 4.229 2.178
H -2.810 5.174 2.098
H -4.132 3.794 -0.796
H -4.209 5.065 0.438
N 3.007 -2.019 -2.782
C 2.063 -2.996 -2.684
N 1.159 -2.693 -1.681
O 2.137 -4.077 -3.258
H 2.909 -1.174 -2.249
H 3.711 -1.985 -3.493
H 0.615 -3.479 -1.365
H 0.851 -1.745 -1.584
C 0.694 0.497 -3.602
O 1.254 0.368 -2.310
H 0.290 -0.421 -4.041
H -0.191 1.135 -3.472
H 1.381 0.958 -4.305
H 0.605 0.426 -1.582
C -0.091 -0.698 0.618
O -0.126 0.564 -0.039
H 0.917 -1.113 0.576
H -0.228 -0.618 1.701
H -0.789 -1.426 0.201
H -0.849 1.077 0.349
C 2.352 0.427 2.957
O 2.945 0.339 4.248
H 3.082 0.834 2.259
H 2.101 -0.605 2.698
H 1.471 1.064 2.833
H 2.251 0.539 4.899
C 4.102 0.089 -0.186
O 5.017 -0.285 -1.208
H 3.505 -0.773 0.119
H 4.624 0.431 0.708
H 3.362 0.833 -0.498
H 5.753 0.330 -1.172
C 0.628 3.837 -1.565
O -0.652 4.432 -1.864
H 1.162 4.535 -0.923
H 0.512 2.817 -1.205
H 1.118 3.725 -2.533
H -1.194 4.311 -1.071
C -3.291 0.100 -1.462
O -4.316 -0.893 -1.601
H -2.897 0.431 -2.417
H -3.699 0.948 -0.912
H -2.456 -0.321 -0.898
H -4.560 -1.151 -0.708
*
```

Output
SMILES string: NC(N)=O.NC(N)=O.NC(N)=O.NC(N)=O.CO.CO.CO.CO.CO.CO
Highest occupied orbital energy in eV: -9.02

Computed, not measured: a 10-piece molecular cluster, C10H40N8O13 overall, with ωB97M-V/def2-TZVPD.

```
! RIJCOSX wB97M-V def2-TZVPD def2/J DEFGRID3
* xyz 0 1
N -3.709 -2.648 -1.139
C -4.507 -3.518 -1.574
N -4.971 -3.106 -2.704
O -5.003 -4.422 -0.881
H -3.494 -1.814 -1.666
H -3.602 -2.623 -0.135
H -5.395 -3.792 -3.312
H -4.286 -2.486 -3.113
N -4.657 0.364 1.875
C -4.425 1.601 2.154
N -3.254 1.948 1.714
O -5.184 2.393 2.690
H -5.566 0.063 2.195
H -4.112 -0.193 1.232
H -2.688 1.255 1.244
H -3.036 2.931 1.641
N -5.360 2.960 -2.194
C -4.584 3.162 -1.192
N -3.411 2.741 -1.459
O -4.805 3.899 -0.239
H -6.307 3.292 -2.080
H -5.195 2.369 -2.997
H -3.091 2.223 -2.266
H -2.750 3.028 -0.752
N 2.348 -4.027 -0.021
C 2.784 -3.321 -0.988
N 3.551 -4.098 -1.641
O 2.373 -2.280 -1.453
H 1.684 -3.679 0.655
H 2.533 -5.016 -0.105
H 4.038 -3.822 -2.482
H 3.648 -4.971 -1.142
O 5.520 0.351 -1.995
C 4.356 0.445 -1.151
C 3.990 1.939 -1.020
O 3.856 2.662 -2.233
H 5.521 -0.534 -2.367
H 3.466 -0.040 -1.551
H 4.506 -0.093 -0.215
H 4.629 2.677 -0.535
H 3.107 1.922 -0.382
H 4.641 2.413 -2.726
O -1.472 -1.093 1.071
C -0.479 -0.720 -0.012
C 0.388 0.521 0.208
O -0.241 1.617 -0.356
H -2.031 -1.763 0.671
H 0.122 -1.626 -0.086
H -0.891 -0.684 -1.020
H 1.349 0.419 -0.297
H 0.634 0.611 1.266
H 0.228 1.687 -1.190
O 5.095 1.362 4.795
C 5.447 0.157 4.025
C 4.329 -0.140 2.891
O 4.038 0.974 1.991
H 5.670 1.372 5.564
H 6.452 0.180 3.603
H 5.455 -0.771 4.596
H 3.509 -0.550 3.480
H 4.552 -1.017 2.282
H 3.163 1.275 2.249
O 1.181 1.470 -2.765
H 1.920 1.745 -2.223
H 1.555 1.347 -3.638
O -3.347 -2.915 1.714
H -4.108 -2.665 2.239
H -2.672 -3.131 2.357
O -1.390 4.093 0.289
H -0.857 3.336 0.046
H -0.756 4.755 0.564
*
```

Output
SMILES string: NC(N)=O.NC(N)=O.NC(N)=O.NC(N)=O.OCCO.OCCO.OCCO.O.O.O
Highest occupied orbital energy in eV: -8.58

Computed, not measured: a 10-piece molecular cluster, C10H40O10 overall, with ωB97M-V/def2-TZVPD.

```
! RIJCOSX wB97M-V def2-TZVPD def2/J DEFGRID3
* xyz 0 1
C 4.753 -0.982 3.891
O 5.351 0.042 4.617
H 3.757 -0.740 3.520
H 5.437 -1.189 3.068
H 4.643 -1.812 4.590
H 6.251 -0.088 4.925
C 1.686 1.290 6.833
O 2.310 2.385 6.238
H 1.312 0.661 6.026
H 2.348 0.710 7.476
H 0.904 1.723 7.457
H 3.046 2.066 5.711
C 0.111 -3.938 5.634
O -0.399 -3.066 4.663
H -0.575 -3.980 6.480
H 0.249 -4.940 5.226
H 1.065 -3.609 6.046
H -1.166 -3.426 4.211
C -4.326 0.562 4.167
O -4.666 -0.584 4.879
H -4.859 1.485 4.395
H -3.283 0.836 4.327
H -4.349 0.362 3.096
H -3.867 -1.113 4.826
C -3.007 -1.679 -4.631
O -2.804 -1.212 -5.953
H -2.187 -2.328 -4.324
H -3.173 -0.805 -4.000
H -3.957 -2.173 -4.429
H -2.939 -1.819 -6.685
C 2.169 -0.448 -5.181
O 0.978 0.218 -4.765
H 2.395 -1.349 -4.611
H 2.000 -0.741 -6.217
H 3.068 0.167 -5.181
H 0.199 -0.295 -4.994
C -3.273 5.117 -3.682
O -3.962 4.187 -2.822
H -3.725 5.374 -4.640
H -3.238 6.060 -3.136
H -2.258 4.838 -3.965
H -3.374 3.603 -2.336
C 0.707 -4.490 -0.090
O 0.805 -5.872 0.191
H -0.245 -4.100 0.270
H 1.574 -3.921 0.245
H 0.823 -4.296 -1.156
H 0.184 -6.032 0.906
C 0.428 1.162 0.580
O -0.404 1.378 -0.534
H 1.169 0.387 0.384
H 0.971 2.067 0.852
H -0.170 0.717 1.376
H 0.015 1.226 -1.384
C 0.724 3.832 -7.392
O 1.566 4.078 -6.222
H -0.222 3.330 -7.185
H 0.501 4.776 -7.889
H 1.314 3.129 -7.979
H 1.615 3.258 -5.725
*
```

Output
SMILES string: CO.CO.CO.CO.CO.CO.CO.CO.CO.CO
Highest occupied orbital energy in eV: -10.11

Computed, not measured: a 10-piece molecular cluster, C10H40O10 overall, with ωB97M-V/def2-TZVPD.

```
! RIJCOSX wB97M-V def2-TZVPD def2/J DEFGRID3
* xyz 0 1
C 0.789 0.750 -4.897
O 0.119 0.685 -6.158
H 1.496 1.578 -4.893
H 0.085 0.869 -4.067
H 1.297 -0.193 -4.674
H -0.824 0.750 -5.998
C -2.233 -4.549 -1.453
O -1.721 -3.243 -1.657
H -1.663 -5.269 -2.040
H -2.209 -4.814 -0.393
H -3.276 -4.616 -1.785
H -1.610 -2.838 -0.788
C -0.564 1.158 3.828
O -0.387 0.242 4.917
H -1.583 1.546 3.803
H 0.143 1.986 3.852
H -0.394 0.608 2.903
H -0.786 0.635 5.696
C 0.121 -0.076 -0.897
O -1.120 0.270 -0.256
H 0.204 -1.145 -1.077
H 0.219 0.530 -1.791
H 0.929 0.221 -0.218
H -1.277 -0.435 0.400
C -2.862 -2.193 1.395
O -1.485 -2.206 1.025
H -3.001 -1.720 2.371
H -3.411 -1.597 0.663
H -3.294 -3.195 1.427
H -0.938 -2.244 1.841
C 1.360 -2.125 2.694
O 0.089 -2.119 3.368
H 1.488 -3.103 2.243
H 1.407 -1.337 1.932
H 2.172 -1.918 3.394
H 0.078 -1.345 3.956
C -2.789 3.367 0.176
O -1.572 2.804 0.618
H -3.632 2.708 0.395
H -2.934 4.316 0.685
H -2.758 3.555 -0.903
H -1.474 1.903 0.245
C 2.430 -3.024 -1.977
O 3.281 -2.002 -1.502
H 2.174 -3.747 -1.193
H 1.495 -2.602 -2.346
H 2.819 -3.605 -2.826
H 3.990 -2.393 -0.988
C 3.004 2.549 1.887
O 2.233 3.744 1.912
H 2.362 1.670 1.730
H 3.755 2.567 1.090
H 3.493 2.450 2.852
H 1.715 3.761 1.090
C 1.050 3.739 -1.905
O 0.807 3.844 -0.523
H 0.318 3.099 -2.409
H 0.946 4.717 -2.389
H 2.057 3.355 -2.043
H -0.131 3.677 -0.343
*
```

Output
SMILES string: CO.CO.CO.CO.CO.CO.CO.CO.CO.CO
Highest occupied orbital energy in eV: -9.58

Taking the records one at a time from the top gives Kohn-Sham gap values of 8.75; 9.47; 8.39; 8.59; 8.43; 10.12; 10.06 eV.
Taking the records one at a time from the top gives strongest force on any atom values of 0.1582; 0.0607; 0.0486; 0.0570; 0.1550; 0.0515; 0.0243 Eh/bohr.